DFT (wB97M-V/def2-TZVPD) results for a structure of composition C27H23Br3GaN4OS.

```
60
Properties=species:S:1:pos:R:3:nbo_charge:R:1
Ga 1.229 -0.136 -0.667 1.671
S 1.211 3.702 -2.908 0.387
C 2.546 3.787 -1.827 -0.422
C 2.657 2.663 -1.059 -0.250
C 1.652 1.694 -1.328 -0.487
C 0.814 2.124 -2.319 -0.270
C -0.290 1.308 -2.807 0.228
C -1.165 1.648 -3.837 -0.248
C -2.148 0.733 -4.184 -0.147
C -2.240 -0.476 -3.503 -0.282
C -1.338 -0.732 -2.487 0.102
N -0.393 0.137 -2.164 -0.488
H 3.176 4.664 -1.811 0.224
H 3.434 2.529 -0.319 0.224
H -1.075 2.600 -4.341 0.217
H -2.843 0.970 -4.980 0.208
H -3.001 -1.205 -3.743 0.214
H -1.355 -1.638 -1.893 0.234
Br 2.017 0.810 2.894 0.041
C 0.849 -0.675 2.824 -0.153
C 0.923 -1.616 3.855 -0.233
C 0.134 -2.728 3.802 -0.087
Br 0.246 -4.003 5.225 -0.004
C -0.766 -2.940 2.723 -0.136
C -1.601 -4.069 2.608 -0.145
C -2.435 -4.182 1.531 -0.272
C -2.424 -3.156 0.570 0.035
N -1.662 -2.097 0.635 -0.394
C -0.827 -1.966 1.691 0.187
C 0.015 -0.799 1.718 0.368
O -0.045 0.086 0.778 -0.828
H 1.609 -1.462 4.675 0.230
H -1.568 -4.832 3.373 0.219
H -3.087 -5.036 1.407 0.207
H -3.090 -3.223 -0.288 0.174
C 3.427 -3.617 -0.525 -0.606
C 3.080 -2.236 -1.103 0.106
C 2.788 -2.419 -2.608 -0.615
C 4.328 -1.337 -0.966 -0.619
N 1.948 -1.734 -0.369 -1.316
H 4.289 -4.078 -1.017 0.171
H 2.563 -4.276 -0.632 0.202
H 3.640 -3.510 0.541 0.205
H 3.619 -2.883 -3.151 0.177
H 2.584 -1.442 -3.060 0.191
H 1.898 -3.040 -2.729 0.202
H 5.212 -1.756 -1.461 0.176
H 4.547 -1.195 0.094 0.206
H 4.125 -0.358 -1.409 0.193
Br -3.953 1.556 -0.896 0.011
C -2.657 2.146 0.374 0.179
C -2.988 2.028 1.711 -0.290
C -2.049 2.469 2.620 -0.158
C -0.847 2.985 2.156 -0.247
C -0.613 3.020 0.790 0.072
N -1.525 2.604 -0.115 -0.441
H -3.934 1.605 2.011 0.227
H -2.246 2.396 3.682 0.214
H -0.080 3.314 2.838 0.223
H 0.338 3.356 0.398 0.211
```

The net charge is -1. The value obtained for the HOMO energy is -3.1 eV. The calculation puts the LUMO energy at 2.4 eV.

DFT (wB97M-V/def2-TZVPD) results for a structure of composition C27H23BrCsN5O4S.

```
62
Properties=species:S:1:pos:R:3:nbo_charge:R:1
Cs 2.142 -3.295 0.183 0.954
C -5.423 9.556 -1.334 -0.255
O -4.897 8.743 -2.367 -0.486
C -4.228 7.622 -2.003 0.310
C -3.733 6.841 -3.050 -0.254
C -3.038 5.684 -2.784 -0.139
C -2.815 5.271 -1.468 -0.134
C -3.316 6.050 -0.436 -0.175
C -4.019 7.223 -0.689 -0.271
C -2.069 4.032 -1.224 0.373
N -1.782 3.130 -2.132 -0.457
C -1.078 2.160 -1.462 0.101
C -0.929 2.485 -0.139 0.151
N -1.563 3.698 0.004 -0.530
C -0.233 1.662 0.800 -0.131
C -0.049 1.965 2.155 -0.150
C 0.646 1.092 2.952 -0.249
C 1.148 -0.080 2.375 0.039
N 0.985 -0.387 1.104 -0.434
C 0.308 0.457 0.309 0.246
C 0.152 0.090 -1.111 0.141
N 0.692 -1.074 -1.519 -0.430
C 0.561 -1.413 -2.785 0.044
C -0.107 -0.626 -3.734 -0.233
C -0.661 0.560 -3.331 -0.148
C -0.536 0.939 -1.988 -0.078
H -5.916 10.390 -1.825 0.204
H -4.629 9.936 -0.686 0.177
H -6.152 9.007 -0.732 0.178
H -3.909 7.170 -4.065 0.230
H -2.654 5.079 -3.595 0.238
H -3.191 5.750 0.597 0.196
H -4.398 7.799 0.142 0.216
H -1.610 4.271 0.826 0.417
H -0.449 2.881 2.573 0.206
H 0.808 1.295 4.001 0.224
H 1.705 -0.792 2.976 0.199
H 1.013 -2.356 -3.081 0.215
H -0.172 -0.966 -4.758 0.223
H -1.190 1.209 -4.016 0.235
C 2.893 -7.894 4.475 -0.634
C 3.430 -6.537 4.125 -0.039
C 4.768 -6.201 4.302 -0.152
C 5.232 -4.959 3.911 -0.268
C 4.311 -4.093 3.343 0.150
Br 4.924 -2.386 2.735 0.031
N 3.038 -4.362 3.178 -0.465
C 2.611 -5.567 3.569 0.047
H 3.493 -8.369 5.250 0.219
H 2.902 -8.544 3.598 0.238
H 1.863 -7.835 4.827 0.224
H 5.452 -6.919 4.740 0.221
H 6.266 -4.670 4.022 0.237
H 1.558 -5.769 3.409 0.203
C 0.973 -6.342 -3.235 -0.899
S 1.974 -5.912 -1.837 2.400
O 1.037 -5.713 -0.721 -1.077
O 2.883 -7.023 -1.652 -1.001
O 2.637 -4.648 -2.196 -1.082
H 0.464 -7.275 -3.001 0.233
H 1.627 -6.480 -4.093 0.232
H 0.246 -5.557 -3.433 0.220
```

The value obtained for the HOMO energy is -8.0 eV. The calculation puts the LUMO energy at 0.0 eV.

DFT (wB97M-V/def2-TZVPD) results for a structure of composition C27H23CrO9S5 in a non-equilibrium geometry.

```
65
Properties=species:S:1:pos:R:3:lowdin_spin:R:1
Cr 0.982 -0.309 0.612 2.956
O -1.243 3.221 2.032 0.000
S -1.195 1.752 2.059 0.005
O -2.377 1.082 1.557 0.002
O 0.059 1.273 1.473 0.021
C -0.953 1.297 3.796 0.000
C -0.788 2.386 4.638 0.000
C -0.551 2.230 5.996 0.000
C -0.402 0.953 6.513 0.000
C -0.512 -0.140 5.650 0.000
C -0.747 0.001 4.293 0.001
S -0.737 -1.533 3.364 0.003
O -2.054 -1.809 2.797 0.002
O -0.248 -2.489 4.343 0.000
O 0.281 -1.318 2.338 0.018
H -0.818 3.378 4.256 0.000
H -0.499 3.171 6.568 0.000
H -0.145 0.803 7.552 0.000
H -0.259 -1.126 6.013 0.000
S 3.108 0.385 1.484 -0.030
C 3.879 1.196 0.088 0.002
C 5.158 1.743 0.174 -0.001
C 5.794 2.334 -0.912 0.003
C 5.166 2.385 -2.146 0.001
C 3.868 1.881 -2.269 0.000
C 3.224 1.288 -1.143 0.002
S 1.579 0.730 -1.356 -0.033
H 5.700 1.716 1.092 -0.001
H 6.796 2.702 -0.731 0.000
H 5.696 2.729 -3.049 0.000
H 3.347 1.898 -3.198 -0.001
C -2.697 -2.063 -0.391 0.000
C -1.186 -2.043 -0.300 0.009
O -0.704 -0.886 -0.305 0.014
C -0.383 -3.213 -0.261 0.005
C -0.912 -4.497 -0.489 0.001
C -0.164 -5.620 -0.701 0.004
C 1.220 -5.490 -0.708 0.002
C 1.799 -4.286 -0.509 0.001
C 1.073 -3.090 -0.196 0.003
O 1.711 -2.039 0.090 0.008
H -3.038 -1.219 0.166 0.000
H -3.090 -2.981 -0.013 0.000
H -2.893 -1.955 -1.473 0.000
H -1.989 -4.608 -0.429 0.000
H -0.649 -6.561 -0.837 0.000
H 1.858 -6.325 -0.968 0.000
H 2.850 -4.157 -0.591 0.000
C -0.672 -0.482 -4.069 0.000
S -2.429 -0.404 -3.899 0.000
O -2.941 -0.333 -5.307 0.000
C -2.522 1.251 -3.230 0.000
C -2.603 2.220 -4.199 0.000
C -2.527 3.533 -3.792 0.000
C -2.420 3.813 -2.431 0.000
C -2.356 2.819 -1.470 0.000
C -2.379 1.486 -1.867 0.000
H -0.262 0.338 -4.692 0.000
H -0.438 -1.471 -4.505 0.000
H -0.195 -0.455 -3.043 0.000
H -2.737 1.958 -5.243 0.000
H -2.529 4.345 -4.488 0.000
H -2.355 4.844 -2.169 0.000
H -2.310 3.106 -0.406 0.000
H -2.237 0.658 -1.160 0.000
```

The net charge is -2. As for the spin multiplicity: 4. The value obtained for the HOMO energy (spin up / spin down) is -1.8 / -2.0 eV. The calculation puts the LUMO energy (spin up / spin down) at 4.4 / 4.4 eV.

DFT (wB97M-V/def2-TZVPD) results for a structure of composition C27H23F5IrN4O3PSTe.

```
66
Properties=species:S:1:pos:R:3:lowdin_spin:R:1
Ir 1.648 -0.977 1.831 2.323
C -2.097 -2.865 3.432 0.005
C -0.903 -2.044 3.085 0.024
N 0.106 -2.463 2.420 0.127
N 0.174 -3.759 1.998 0.071
C 1.376 -4.114 1.674 0.056
N 1.610 -5.353 1.197 0.011
S 2.814 -3.104 1.916 0.713
C -0.784 -0.648 3.546 0.010
C -1.801 -0.006 4.220 0.003
C -1.635 1.315 4.606 0.010
C -0.440 1.948 4.330 0.003
C 0.549 1.240 3.669 0.030
N 0.390 -0.028 3.281 0.059
H -1.960 -3.887 3.094 0.000
H -2.977 -2.440 2.946 0.001
H -2.270 -2.854 4.509 0.000
H 0.813 -5.894 0.906 0.001
H 2.493 -5.528 0.750 0.002
H -2.737 -0.515 4.393 0.000
H -2.446 1.854 5.073 0.000
H -0.276 2.989 4.563 0.000
H 1.499 1.702 3.439 0.006
O 2.836 -3.137 -0.494 0.235
C 2.587 -1.967 -0.843 0.024
O 2.645 -0.929 -0.114 0.098
C 2.091 -1.741 -2.242 0.017
C 2.670 -2.441 -3.289 0.001
C 2.223 -2.249 -4.588 0.001
C 1.164 -1.389 -4.825 0.000
C 0.566 -0.709 -3.772 0.001
C 1.033 -0.853 -2.468 0.003
P 0.278 0.145 -1.124 0.013
C -1.368 0.596 -1.734 0.005
C -1.645 1.668 -2.581 0.001
C -2.937 1.876 -3.035 0.000
C -3.956 1.018 -2.651 0.000
C -3.688 -0.045 -1.803 0.000
C -2.400 -0.257 -1.342 0.001
C 1.308 1.617 -1.035 0.001
C 1.854 2.056 0.161 0.019
C 2.638 3.196 0.204 0.002
C 2.888 3.905 -0.959 0.001
C 2.376 3.457 -2.169 0.000
C 1.597 2.314 -2.210 0.000
H 3.473 -3.133 -3.074 0.000
H 2.692 -2.779 -5.407 0.000
H 0.791 -1.249 -5.831 0.000
H -0.279 -0.066 -3.976 0.000
H -0.875 2.377 -2.851 0.000
H -3.150 2.730 -3.663 0.000
H -4.968 1.196 -2.993 0.000
H -4.488 -0.695 -1.474 0.000
H -2.189 -1.069 -0.659 0.000
H 1.651 1.520 1.080 0.020
H 3.031 3.541 1.151 0.000
H 3.480 4.811 -0.923 0.000
H 2.583 3.998 -3.083 0.000
H 1.239 1.955 -3.166 0.000
F -2.467 0.884 1.826 0.000
Te -1.539 2.483 0.937 0.001
F -2.443 3.424 2.291 0.000
F -0.030 3.432 1.910 0.000
F -3.245 2.603 0.062 0.000
F -1.236 3.966 -0.285 0.000
O 0.069 -0.629 0.159 0.101
```

As for the spin multiplicity: 5. The value obtained for the HOMO energy (spin up / spin down) is -8.2 / -8.8 eV. The calculation puts the LUMO energy (spin up / spin down) at -0.6 / -2.5 eV.

Number 1: DFT total energy -11382.04712 a.u.. Number 2: DFT total energy -4609.88988 a.u.. Number 3: DFT total energy -4755.46847 a.u.. Number 4: DFT total energy -3098.67919 a.u..